Entry 1:
{"formula": "CH4O", "method": "wB97M-V/def2-TZVPD", "symbols": ["C", "O", "H", "H", "H", "H"], "xyz": [[0.917668, 0.286114, 0.435972], [-1.582631, -0.302161, -0.637406], [0.254982, 1.179283, 0.633593], [1.401648, 0.238438, -0.528971], [1.144632, -0.417397, 1.143501], [-2.136299, -0.984277, -1.046689]], "forces_ev_per_angstrom": [[-0.97, 3.03, -1.52], [-0.07, 0.11, 0.01], [0.94, -1.42, -0.10], [-0.07, -0.04, 0.03], [0.34, -1.50, 1.70], [-0.17, -0.19, -0.12]], "mulliken_spin": [0.890, 1.040, 0.019, 0.032, 0.045, -0.026], "e_lumo_ev": [1.0, -2.1], "e_homo_ev": [-8.31, -11.75], "spin_multiplicity": 3, "relative_energy_kcal_mol": 0.0, "homo_lumo_gap_ev": [9.30, 9.66], "charge": 0, "s_squared": 2.006}

***

Entry 2:
{"formula": "C15H27BI2NO3S", "method": "wB97M-V/def2-TZVPD", "symbols": ["C", "C", "B", "O", "N", "C", "C", "C", "C", "S", "C", "C", "C", "C", "C", "C", "O", "O", "C", "I", "C", "C", "I", "H", "H", "H", "H", "H", "H", "H", "H", "H", "H", "H", "H", "H", "H", "H", "H", "H", "H", "H", "H", "H", "H", "H", "H", "H", "H", "H"], "xyz": [[-3.505244, -0.161345, 1.822590], [-2.164866, -0.888521, 1.568937], [-0.993549, 0.130514, 1.201267], [-0.910995, 1.285056, 1.863223], [-0.039306, -0.211937, 0.071876], [-0.567669, -0.087290, -1.079193], [-1.942943, 0.350872, -1.422357], [-2.137861, 1.888973, -1.343657], [-3.120169, 2.364834, -2.449009], [-2.223715, 3.247926, -3.777961], [0.365126, -0.469040, -2.205483], [1.349380, -1.304417, -1.382151], [1.371142, -0.741879, 0.058773], [1.306269, -2.115258, 0.874872], [1.892316, -2.212080, 2.290164], [0.868556, -2.012688, 3.395920], [0.016926, -2.814875, 3.511250], [0.982928, -0.977474, 4.233878], [2.576807, 0.152575, 0.378029], [2.392460, 1.299306, 2.215584], [3.129424, 1.172229, -0.643508], [3.902048, 0.587948, -1.825733], [1.747592, 2.723373, -1.259524], [-3.420190, 0.609812, 2.580103], [-3.929624, 0.265233, 0.917209], [-4.209757, -0.909756, 2.164429], [-1.944941, -1.446631, 2.479308], [-2.252454, -1.560889, 0.719061], [-1.265259, 1.201197, 2.759502], [-2.731511, -0.165237, -0.887399], [-2.084626, 0.092721, -2.466143], [-2.612211, 2.094862, -0.386940], [-1.214195, 2.420261, -1.494070], [-3.772130, 3.103897, -2.005415], [-3.682458, 1.549384, -2.881850], [-1.655503, 4.278754, -3.121855], [-0.222594, -1.039051, -2.918009], [0.770926, 0.359397, -2.776034], [0.873922, -2.280745, -1.433906], [2.311594, -1.522778, -1.823645], [0.304085, -2.524627, 0.823035], [1.922520, -2.778131, 0.279185], [2.173591, -3.252225, 2.416880], [2.808403, -1.654834, 2.449533], [0.117795, -0.599478, 4.438590], [3.393275, -0.529308, 0.585506], [3.852286, 1.749225, -0.086740], [4.432106, -0.317857, -1.550483], [4.550621, 1.326985, -2.273895], [3.191672, 0.323019, -2.603746]], "forces_ev_per_angstrom": [[0.19, -0.68, -0.23], [0.33, 0.96, -0.55], [-0.91, -1.01, 1.34], [1.01, 0.25, 0.11], [-0.16, 1.50, 0.88], [0.33, 0.29, -2.21], [0.00, 0.50, -0.55], [-1.25, -0.66, -0.26], [1.22, 1.13, 0.77], [-0.05, -0.49, -0.79], [-0.02, -0.17, 0.76], [-0.07, -0.14, -1.45], [-0.84, -2.43, -0.24], [1.38, 1.05, 0.38], [0.03, 0.02, 0.62], [1.23, 0.31, -0.50], [-2.35, -1.45, 0.07], [0.66, 1.27, -0.34], [-0.65, 0.95, 0.05], [0.06, -0.28, -0.12], [0.48, -0.17, 0.05], [-1.34, -0.02, -0.43], [0.29, -0.21, 0.06], [-0.07, 0.15, 0.09], [0.05, 0.24, -0.06], [-0.29, 0.05, 0.20], [0.33, -0.33, -0.13], [-0.20, -0.57, 0.25], [-0.40, 0.41, -0.32], [0.02, -0.07, 0.35], [0.08, -0.23, -0.18], [0.43, 0.34, 0.25], [0.34, 0.07, 0.43], [-0.52, -0.12, 0.00], [-0.17, 0.02, -0.28], [-0.33, -0.29, 0.36], [0.10, -0.34, -0.12], [-0.03, 0.47, 0.27], [-0.03, -0.24, 0.76], [0.37, 0.53, 0.00], [-0.25, 0.06, 0.10], [0.13, -0.19, -0.06], [0.03, -0.23, 0.01], [-0.02, 0.36, -0.14], [-0.03, -0.56, 0.48], [0.16, -0.18, 0.05], [0.02, 0.21, 0.22], [0.33, 0.01, 0.16], [0.33, 0.12, 0.14], [0.07, -0.20, -0.26]], "mulliken_charge": [-1.315, -0.281, 0.555, -0.675, 0.779, 0.288, -1.675, 0.182, -0.870, -0.198, -1.112, -1.474, 0.919, -1.205, -0.739, 0.365, -0.503, -0.439, -1.375, 0.217, -0.558, -1.334, 0.164, 0.275, 0.308, 0.443, 0.357, 0.384, 0.330, 0.633, 0.665, 0.122, -0.012, 0.398, 0.451, 0.133, 0.617, 0.266, 0.505, 0.529, 0.437, 0.571, 0.489, 0.369, 0.370, 0.793, 0.756, 0.347, 0.410, 0.339], "smiles": "CCB(O)[N+]1=C(CCCS)CC[C@@]1(CCC(=O)O)[C@H](I)[C@@H](C)I", "e_lumo_ev": -3.3, "e_homo_ev": -11.78, "spin_multiplicity": 1, "homo_lumo_gap_ev": 8.45, "charge": 1}

***

Entry 3:
{"formula": "C22H24O11S", "method": "wB97M-V/def2-TZVPD", "symbols": ["O", "C", "C", "C", "C", "O", "C", "C", "S", "C", "C", "C", "C", "H", "H", "H", "H", "H", "H", "C", "C", "C", "O", "C", "O", "O", "H", "H", "H", "H", "H", "H", "C", "C", "C", "O", "C", "O", "O", "H", "H", "H", "H", "H", "H", "C", "C", "C", "O", "C", "O", "O", "H", "H", "H", "H", "H", "H"], "xyz": [[-2.847523, -6.106272, -2.567308], [-2.281945, -5.298034, -1.667422], [-2.361309, -5.543196, -0.014965], [-1.173468, -5.233152, 0.877614], [0.218657, -4.655951, 0.152131], [1.457128, -5.021265, 0.548937], [-0.063479, -3.626359, -1.135368], [0.915437, -2.310329, -1.413795], [2.413038, -1.907504, -0.309345], [0.524096, -1.337887, -2.715720], [-0.770731, -1.697687, -3.710996], [-1.735304, -3.030636, -3.413189], [-1.377362, -3.964055, -2.113716], [-3.381114, -5.923623, 0.456736], [-1.194496, -5.358478, 2.049799], [1.810780, -1.242276, 0.797141], [1.179510, -0.394074, -2.988064], [-1.022883, -1.026521, -4.644810], [-2.662252, -3.311260, -4.078541], [1.465246, 0.264431, 6.086825], [1.234420, -0.288456, 4.695184], [2.345863, 0.009217, 3.734998], [1.680675, -0.014943, 2.483693], [0.380348, 0.329288, 2.732015], [-0.440955, 0.591649, 1.871356], [0.125745, 0.343240, 4.075624], [0.566040, 0.141715, 6.699924], [2.299397, -0.244476, 6.579712], [1.678388, 1.338393, 6.057113], [1.022237, -1.363341, 4.747670], [3.138910, -0.743429, 3.766286], [2.789173, 1.002047, 3.871534], [-1.873335, 2.976825, 2.620088], [-2.952298, 2.949194, 3.683435], [-4.297090, 3.390636, 3.190954], [-4.911398, 3.870473, 4.374679], [-3.897757, 4.288709, 5.192370], [-4.056292, 4.929286, 6.216399], [-2.681962, 3.895035, 4.705374], [-0.892297, 2.783866, 3.067137], [-2.062055, 2.224976, 1.847534], [-1.810789, 3.960949, 2.143335], [-2.997504, 1.956591, 4.148031], [-4.875880, 2.568370, 2.760537], [-4.251075, 4.212765, 2.467863], [4.307064, 1.402008, -5.446618], [2.890763, 1.176316, -5.935274], [2.478698, 2.100650, -7.040572], [1.070568, 2.149026, -6.886783], [0.819059, 1.907962, -5.564044], [-0.265813, 2.054457, -5.029536], [1.948723, 1.483876, -4.920374], [4.502074, 0.801197, -4.551899], [5.037061, 1.133801, -6.216618], [4.466844, 2.447376, -5.161342], [2.752094, 0.124693, -6.214584], [2.747075, 1.716960, -8.029073], [2.873253, 3.117228, -6.932073]], "forces_ev_per_angstrom": [[3.22, 5.08, 5.72], [-1.10, -2.24, -2.96], [3.21, 1.16, 1.90], [-2.47, -0.26, -3.47], [3.96, -1.28, 0.96], [-8.07, 2.43, -2.37], [-0.46, 1.67, -1.92], [-3.79, -0.83, -2.43], [-2.27, 0.15, -0.43], [-2.37, -3.20, 0.25], [0.80, -2.68, 3.26], [3.49, 0.77, 2.87], [1.70, 2.17, -0.36], [2.46, 0.73, -1.27], [0.09, 0.11, -2.75], [0.34, -0.84, -1.65], [-1.49, -2.17, 0.78], [0.64, -1.40, 2.22], [2.14, 0.68, 1.48], [-0.32, 0.21, 0.17], [0.49, -0.05, 1.43], [0.97, -0.31, 0.18], [-1.00, 0.30, -0.10], [-1.83, 0.54, -1.60], [2.04, -0.92, 1.80], [-0.08, 0.11, -1.36], [0.19, -0.11, -0.08], [-0.13, 0.01, -0.12], [0.03, -0.16, -0.11], [0.09, 0.07, -0.10], [-0.17, 0.11, -0.19], [-0.13, -0.08, 0.15], [0.18, 0.29, 0.06], [0.91, -0.50, -1.15], [-0.48, -0.43, -0.63], [0.48, 0.41, 0.83], [-0.24, 1.30, 2.01], [0.31, -1.39, -2.21], [-0.97, 0.51, 0.71], [-0.29, -0.09, -0.10], [0.04, 0.16, 0.28], [-0.18, -0.05, 0.11], [-0.10, 0.06, -0.06], [-0.03, 0.19, 0.19], [0.19, -0.11, 0.03], [0.05, 0.01, 0.43], [1.46, -0.21, 0.04], [0.36, 0.04, -0.83], [-0.50, -0.15, 0.93], [-2.19, 0.39, 1.02], [2.36, -0.39, -1.17], [-1.11, 0.31, -0.25], [-0.01, -0.02, -0.23], [-0.16, -0.01, 0.08], [-0.11, -0.10, -0.14], [-0.04, 0.11, -0.08], [-0.22, 0.09, 0.13], [0.10, -0.15, 0.11]], "mulliken_charge": [-0.513, 0.243, -0.297, -0.298, 0.289, -0.494, 0.230, 0.047, -0.184, -0.387, -0.195, -0.557, 0.396, 0.299, 0.309, 0.202, 0.332, 0.281, 0.308, -1.499, 0.472, -0.526, -0.295, 0.605, -0.539, -0.268, 0.362, 0.390, 0.355, 0.275, 0.355, 0.310, -1.399, 0.604, -0.457, -0.314, 0.622, -0.565, -0.338, 0.189, 0.418, 0.404, 0.198, 0.316, 0.304, -1.458, 0.555, -0.526, -0.304, 0.641, -0.557, -0.322, 0.353, 0.386, 0.349, 0.256, 0.319, 0.319], "smiles": "O=C1C=CC(=O)c2c(S)cccc21.C[C@@H]1COC(=O)O1.C[C@@H]1COC(=O)O1.C[C@@H]1COC(=O)O1", "e_lumo_ev": -1.6, "e_homo_ev": -8.97, "spin_multiplicity": 1, "relative_energy_kcal_mol": 293.6, "homo_lumo_gap_ev": 7.36, "charge": 0}

***

Entry 4:
{"formula": "C4H7NO2", "method": "wB97M-V/def2-TZVPD", "symbols": ["C", "C", "N", "O", "C", "C", "O", "H", "H", "H", "H", "H", "H", "H"], "xyz": [[-1.202967, -1.315206, 0.002363], [-0.371389, -0.091667, -0.070842], [-0.455479, 1.097199, 0.421890], [-1.735465, 1.569868, 0.470576], [0.899688, -0.063071, -0.799593], [1.824140, 0.432149, 0.176875], [1.807489, -1.062248, -0.684306], [-2.145674, -1.186758, -0.520535], [-0.618637, -2.129539, -0.444487], [-1.388195, -1.576317, 1.052821], [-1.698500, 2.365934, 1.005646], [0.845522, 0.467821, -1.756800], [2.621049, 1.091885, -0.107940], [1.618418, 0.399944, 1.254329]], "forces_ev_per_angstrom": [[-0.33, 0.07, -0.18], [-0.37, 0.50, 0.12], [-0.66, 0.03, -1.26], [-1.53, -0.34, 1.11], [-0.30, 0.91, 0.26], [1.89, -1.49, -0.68], [1.34, 1.17, 1.90], [-0.26, -0.21, 0.02], [-0.27, 0.18, 0.05], [-0.12, 0.17, -0.27], [0.11, 0.11, 0.10], [-0.11, -0.27, -0.03], [0.50, -0.24, -0.33], [0.12, -0.60, -0.80]], "mulliken_charge": [-1.079, 0.310, -0.385, -0.422, 0.491, -0.557, -0.543, 0.327, 0.311, 0.302, 0.362, 0.348, 0.312, 0.222], "smiles": "C/C(=N\\O)[C@H]1CO1", "e_lumo_ev": 0.8, "e_homo_ev": -9.08, "spin_multiplicity": 1, "relative_energy_kcal_mol": 131.4, "homo_lumo_gap_ev": 9.91, "charge": 0}

***

no.,DFT total energy (eV)
1,-3144.371
2,-51333.704
3,-56548.444
4,-9841.583